1.
# C44H64BrN7O6P2SSi2

C44H64BrN7O6P2SSi2 as an isolated structure at a distorted geometry (ωB97M-V/def2-TZVPD, the OMol25 dataset).

Geometry as ORCA input:
```
! RIJCOSX wB97M-V def2-TZVPD def2/J DEFGRID3
* xyz 0 1
C 0.73739 6.31770 1.84352
C -0.48795 5.40577 2.42808
C 0.02875 4.17081 3.30361
C 0.37601 2.84704 2.41701
N -0.84365 2.55112 1.61363
Si -0.61178 1.21228 0.46152
O -2.06724 0.76068 -0.39621
Si -3.01905 -0.38440 0.47100
C -3.89966 0.55813 1.92611
O -4.68767 1.61727 1.33650
C -6.01442 1.70163 1.90959
C -7.02606 2.24107 0.76338
O -6.95208 3.69020 0.66025
C -6.98035 4.09519 -0.74132
C -7.54083 5.59367 -0.90768
C -2.08094 -1.94624 1.05717
C -0.99051 -2.50622 0.03930
O 0.07874 -2.94484 0.53624
Br -1.16290 -2.59316 -1.92243
P -4.70704 -1.08716 -0.83403
O -4.47146 -2.68809 -1.36433
O -6.13306 -1.11213 0.16109
S -5.10813 0.17392 -2.27350
P 0.77243 2.00724 -1.10530
C 0.15243 3.77144 -1.40688
C 0.46262 1.08933 -2.72947
C 1.34517 1.73091 -3.94498
H 0.49940 7.39365 2.13055
H 1.68428 5.90231 2.31801
H 0.77083 6.22716 0.69847
H -1.11837 5.11823 1.52292
H -1.18446 6.02294 3.11183
H 0.90053 4.44394 4.00161
H -0.85178 3.86620 3.99007
H 0.63951 2.02156 3.17476
H 1.31225 3.06106 1.80519
H -1.68464 2.44501 2.19480
H 0.05145 0.03063 1.02252
H -4.54077 -0.25358 2.44805
H -3.16647 0.92936 2.72134
H -6.45077 0.70514 2.25709
H -5.95835 2.44484 2.78147
H -6.66605 1.73914 -0.20850
H -8.09970 1.87759 0.92472
H -5.90784 4.08998 -1.13183
H -7.62093 3.32671 -1.30370
H -7.26005 5.96711 -1.95621
H -7.11422 6.30313 -0.12894
H -8.69009 5.53946 -0.90094
H -2.86579 -2.78341 1.19125
H -1.54824 -1.80209 2.07001
H -5.28582 -2.91783 -1.88187
H -5.85163 -1.50152 1.02007
H -0.99350 3.77242 -1.49913
H 0.49604 4.45766 -0.56467
H 0.53970 4.20525 -2.40436
H 0.64670 -0.04387 -2.62611
H -0.63030 1.18642 -3.06977
H 2.06190 0.92719 -4.35512
H 0.68731 2.09717 -4.80199
H 1.94272 2.61508 -3.52424
N 5.56617 -3.46157 2.02713
C 4.85681 -2.38769 1.64308
C 3.50145 -2.42001 1.35760
C 2.83566 -3.63206 1.47012
C 3.54456 -4.75869 1.86315
C 4.89800 -4.62218 2.13005
H 5.42206 -1.46415 1.56637
H 2.97931 -1.52057 1.05441
H 1.77590 -3.69748 1.25404
H 3.05693 -5.72084 1.96064
H 5.49360 -5.47159 2.44320
N 7.40304 2.73850 3.32144
C 8.47008 1.97686 3.02926
C 8.44938 0.59129 3.02170
C 7.25993 -0.04850 3.33739
C 6.14220 0.71402 3.64513
C 6.26445 2.09380 3.62158
H 9.37694 2.52354 2.79309
H 9.34036 0.02743 2.77574
H 7.20402 -1.13220 3.34352
H 5.19788 0.24707 3.89679
H 5.41803 2.73347 3.85134
N 11.91929 3.32569 3.19373
C 13.22198 3.36993 2.87230
C 13.96134 4.53960 2.80535
C 13.32031 5.73804 3.08238
C 11.97399 5.72310 3.41557
C 11.32295 4.50073 3.45905
H 13.67833 2.40831 2.66118
H 15.01156 4.51424 2.54290
H 13.86489 6.67495 3.03921
H 11.44213 6.63983 3.63710
H 10.27045 4.43754 3.71789
N 6.56427 -7.45995 1.94894
C 5.87670 -8.28486 2.75450
C 6.45016 -9.33143 3.45822
C 7.81401 -9.54427 3.32154
C 8.54880 -8.70781 2.49402
C 7.88217 -7.68683 1.83604
H 4.81312 -8.08011 2.82630
H 5.84599 -9.96405 4.09641
H 8.29976 -10.35401 3.85498
H 9.61487 -8.84513 2.36351
H 8.41371 -7.00427 1.18077
N -6.86954 -3.69879 -3.30937
C -7.58968 -2.63918 -3.71335
C -8.94217 -2.69328 -4.00710
C -9.59254 -3.91242 -3.88207
C -8.87185 -5.02428 -3.46853
C -7.52330 -4.86601 -3.19469
H -7.03496 -1.71004 -3.79849
H -9.47367 -1.80532 -4.32588
H -10.65092 -3.99568 -4.10430
H -9.34722 -5.99103 -3.36067
H -6.91820 -5.70429 -2.86472
N -8.33069 0.13749 -8.15575
C -8.68026 -0.11765 -9.42608
C -9.31218 -1.28169 -9.83343
C -9.59795 -2.24282 -8.87502
C -9.24576 -2.00558 -7.55423
C -8.62005 -0.80774 -7.24838
H -8.43292 0.66231 -10.13877
H -9.57366 -1.43291 -10.87327
H -10.09055 -3.16778 -9.15442
H -9.45296 -2.73385 -6.78024
H -8.32821 -0.57427 -6.22924
*
```

Frontier orbital gap = 0.2866 hartree
LUMO level = -0.0037 Ha

---

2.
# H35O17

A 17-piece molecular cluster, H35O17 overall at a distorted geometry (ωB97M-V/def2-TZVPD, the OMol25 dataset).

Geometry as ORCA input:
```
! RIJCOSX wB97M-V def2-TZVPD def2/J DEFGRID3
* xyz 1 1
O 2.05003 -0.04085 -2.07969
H -1.42718 2.23461 1.66549
H 1.63774 0.80032 -1.90390
O -1.81471 1.58700 0.85104
H 2.35800 -3.20510 -0.22448
H -4.29993 1.23491 3.11164
O 1.63593 3.81501 1.39791
H 2.58482 3.92073 1.54216
H 0.26342 -1.93831 -3.54847
O 1.50317 0.98895 3.07144
H 2.04918 0.82607 3.85376
H -0.85846 1.14735 -3.63175
O 0.07248 -2.69698 -2.98567
H -2.59754 3.38661 -2.64945
O -0.42128 -0.60835 0.47359
H -0.57386 -0.98074 -0.40274
H 3.91508 1.99021 -2.11743
O -2.21468 -4.51331 -0.13596
H 0.49555 -0.83737 0.70744
H 3.22205 -1.81225 -1.89400
O -2.20379 2.57247 -2.31692
H 1.38407 -0.69075 -2.30361
H -2.76494 2.40561 -1.55335
O 1.72460 -2.56753 -0.56670
H -3.15248 0.54671 3.77025
H 0.95736 -3.09345 -0.75000
O 3.71937 1.76640 -1.19455
H 3.26453 -0.21620 -0.20630
H 2.83548 2.16077 -1.21430
O -2.24046 -1.65931 4.26119
H -3.81316 -1.93363 -0.31662
H -0.14887 3.19212 3.02409
O 3.64735 -2.18072 -2.66753
H -1.99638 -1.31238 3.39456
H 3.76677 -1.59390 -3.41056
O -4.10843 -1.03018 -0.47058
H -5.00106 -1.12062 -0.81553
H -1.93388 -5.06300 0.59289
O -0.68494 2.43139 2.78986
H -1.91986 -4.84647 -0.98482
H -1.12896 0.91653 0.60654
O 0.03751 1.02924 -3.95011
H 1.56787 2.92843 1.03231
H -2.60929 1.16629 1.24273
O -3.47691 0.78499 2.89043
H -0.48150 1.53992 3.07269
H 2.23482 1.45090 2.64624
O 2.73052 -0.08812 0.58771
H 2.81118 0.86759 0.56224
H 0.82774 -2.63035 -2.38210
H -1.69176 -2.44735 4.32115
H 0.26767 1.41610 -4.79222
*
```

Energy above the lowest of the compared OMol25 structures with the same formula, charge and spin = 78.2 kcal/mol
Frontier orbital gap = 0.3780 hartree
LUMO level = -0.1053 Ha

---

3.
# C4H9OPS2

A 2-piece molecular cluster, C4H9OPS2 overall at a distorted geometry (ωB97M-V/def2-TZVPD, the OMol25 dataset).

Geometry as ORCA input:
```
! RIJCOSX wB97M-V def2-TZVPD def2/J DEFGRID3
* xyz 0 1
C 0.54354 0.39731 0.44533
C -0.24380 0.42070 -2.45578
C -0.97328 -1.80208 -0.83309
C 0.85614 1.03414 3.16211
O 1.69245 -1.17784 -1.32808
P 0.35322 -0.56864 -1.08687
S -1.12350 2.23148 0.40650
S 1.13330 -0.19926 1.89261
H 0.67427 0.40349 -3.05572
H -1.07844 -0.00226 -2.98171
H -0.45908 1.59052 -2.27087
H -1.01499 -2.29856 -1.85041
H -0.66495 -2.51508 -0.11818
H -1.93447 -1.42508 -0.35861
H 1.20049 0.65748 4.15367
H -0.28662 1.28104 3.25131
H 1.32573 1.97262 3.02780
*
```

Energy above the lowest of the compared OMol25 structures with the same formula, charge and spin = 74.5 kcal/mol
Frontier orbital gap = 0.2373 hartree
LUMO level = -0.0729 Ha

---

4.
# C4H4N2O

One molecule with the formula C4H4N2O at a distorted geometry (ωB97M-V/def2-TZVPD, the OMol25 dataset).

Geometry as ORCA input:
```
! RIJCOSX wB97M-V def2-TZVPD def2/J DEFGRID3
* xyz 0 1
C 1.98223 -0.05455 0.12434
C -0.64685 -0.48190 -0.01604
C -1.00702 0.81547 -0.62568
C 0.64010 0.21242 0.51654
N 3.01856 -0.15542 -0.30422
N -1.24413 -1.58039 -0.00958
O 0.09683 1.46497 0.05955
H -0.75798 0.77835 -1.59386
H -1.99192 1.16068 -0.30214
H 0.71476 0.20083 1.60135
H -0.80459 -2.36044 0.54974
*
```

Energy above the lowest of the compared OMol25 structures with the same formula, charge and spin = 65.0 kcal/mol
SMILES = [H]/N=C1/CO[C@@H]1C#N
Frontier orbital gap = 0.4114 hartree
LUMO level = 0.0242 Ha

---

5.
# C3H7NO2

A 2-piece molecular cluster, C3H7NO2 overall (ωB97M-V/def2-TZVPD, the OMol25 dataset).

Geometry as ORCA input:
```
! RIJCOSX wB97M-V def2-TZVPD def2/J DEFGRID3
* xyz 0 1
C -1.45671 0.43603 0.27061
C -0.90582 -0.19146 -1.00104
O 0.40363 0.24226 -1.32696
C 1.88142 -0.86781 0.73848
O 1.50259 -1.94991 0.52217
N 2.17368 0.30413 0.92773
H -1.41419 1.53008 0.21092
H -0.89050 0.11891 1.15399
H -2.50369 0.15232 0.42132
H -0.87985 -1.28406 -0.89264
H -1.56831 0.04030 -1.84562
H 2.95702 0.57790 1.49849
H 0.70073 0.89130 -0.67746
*
```

Energy above the lowest of the compared OMol25 structures with the same formula, charge and spin = 28.1 kcal/mol
SMILES = N=C=O.CCO
Frontier orbital gap = 0.3970 hartree
LUMO level = 0.0269 Ha

---

6.
# C27H19ClN4O6STc

C27H19ClN4O6STc as an isolated structure (ωB97M-V/def2-TZVPD, the OMol25 dataset).

Geometry as ORCA input:
```
! RIJCOSX wB97M-V def2-TZVPD def2/J DEFGRID3
* xyz 2 4
Tc 0.05736 0.10123 0.54405
C 5.52447 -4.59069 -3.11457
C 4.75127 -3.45559 -2.51941
C 3.37656 -3.57272 -2.28416
C 2.65898 -2.53633 -1.72689
C 3.32886 -1.35816 -1.39852
C 4.69741 -1.20657 -1.62961
C 5.39312 -2.26101 -2.18589
S 2.49403 -0.02217 -0.71450
O 3.28205 1.15297 -0.74788
O 1.08728 0.04327 -1.29110
N 1.91755 -0.35451 0.79759
C 2.48200 -0.31418 2.09152
C 3.78941 -0.45607 2.45738
C 4.12717 -0.41228 3.82985
C 3.17264 -0.23893 4.79240
C 1.81082 -0.08534 4.42689
C 0.75681 0.13131 5.33724
C -0.52732 0.30375 4.87710
C -0.77675 0.26614 3.50826
N 0.18896 0.04949 2.61739
C 1.48251 -0.12332 3.06500
H 4.87371 -5.28885 -3.63646
H 6.04240 -5.13950 -2.32476
H 6.28128 -4.22794 -3.80827
H 2.86774 -4.48606 -2.56360
H 1.59187 -2.62975 -1.58318
H 5.19285 -0.27378 -1.39794
H 6.45178 -2.15158 -2.38187
H 4.56278 -0.59439 1.71299
H 5.16521 -0.51779 4.11186
H 3.44445 -0.20628 5.83888
H 0.96809 0.17136 6.39876
H -1.34958 0.48260 5.55424
H -1.77489 0.42174 3.11889
O -4.56664 2.67884 -2.37786
C -4.84024 1.70362 -1.51984
O -5.93117 1.49300 -1.09165
C -3.70467 0.80945 -1.08475
C -3.81730 -0.58250 -0.99768
Cl -5.05398 -1.58347 -1.52403
N -2.71560 -1.06674 -0.38800
N -1.90361 -0.04393 -0.07380
C -2.47966 1.08839 -0.50564
C -1.64239 2.28975 -0.23938
O -1.89618 3.40699 -0.52708
O -0.47992 1.91637 0.40049
C -2.31736 -2.37048 0.05097
C -3.18571 -3.16504 0.77093
C -2.71551 -4.37299 1.27759
C -1.39654 -4.75402 1.09046
C -0.53199 -3.93760 0.36940
C -0.99119 -2.74366 -0.16770
H -3.63227 2.73719 -2.61572
H -4.20706 -2.85976 0.95505
H -3.39100 -5.00681 1.83562
H -1.04601 -5.69300 1.49566
H 0.49180 -4.24335 0.19668
H -0.34491 -2.17894 -0.83501
*
```

Energy above the lowest of the compared OMol25 structures with the same formula, charge and spin = 0.0 kcal/mol
Frontier orbital gap (spin up / spin down) = 0.2647 / 0.2417 hartree
LUMO level (spin up / spin down) = -0.2802 / -0.3067 Ha

---

7.
# C7H8N3

An isolated ion of composition C7H8N3 and charge +1 at a distorted geometry (ωB97M-V/def2-TZVPD, the OMol25 dataset).

Geometry as ORCA input:
```
! RIJCOSX wB97M-V def2-TZVPD def2/J DEFGRID3
* xyz 1 3
C 2.51625 -1.09931 0.59763
C -0.76963 0.43425 1.75956
C 0.33252 -0.56356 1.87578
C -1.19148 0.97373 0.59741
C 1.41763 -0.67514 1.12651
C -0.76015 1.29430 -1.56423
C -1.04461 -1.05229 -0.99052
N 3.53047 -1.52640 0.19476
N -0.97391 0.36370 -0.79752
N -0.55322 2.37616 -1.97337
H -0.90793 0.96467 2.66779
H 0.34151 -1.21139 2.70494
H -1.81108 1.76185 0.37832
H -1.47937 -1.05837 -2.07430
H 0.03016 -1.41346 -0.94420
H -1.72874 -1.51832 -0.37046
H 3.99401 -1.18619 -0.70873
H -0.94243 3.13577 -2.47936
*
```

Energy above the lowest of the compared OMol25 structures with the same formula, charge and spin = 35.4 kcal/mol
Frontier orbital gap (spin up / spin down) = 0.2205 / 0.2660 hartree
LUMO level (spin up / spin down) = -0.1480 / -0.2149 Ha

---

8.
# C11H16Si

One molecule with the formula C11H16Si at a distorted geometry (ωB97M-V/def2-TZVPD, the OMol25 dataset).

Geometry as ORCA input:
```
! RIJCOSX wB97M-V def2-TZVPD def2/J DEFGRID3
* xyz 0 1
C 0.77980 -1.15404 -1.93573
C 0.47208 -1.98012 -0.97221
C 1.63455 0.10321 -1.74371
C -1.77425 4.11755 0.45766
C -0.17954 1.67078 2.34804
C 0.78447 1.40407 -1.87130
C -0.96823 3.61298 -0.45787
C 0.33459 1.31407 1.19114
C -1.29189 -2.52438 0.71387
C 0.93269 -3.75833 0.51754
C 0.09510 -2.56408 0.11735
Si 0.06308 2.05620 -0.42099
H 0.77569 -1.26835 -3.08374
H 2.29849 0.02477 -2.58322
H 2.33302 0.13588 -0.89053
H -2.44069 4.96094 0.27444
H -1.84150 3.70751 1.38781
H -0.02820 1.24367 3.28726
H -0.78181 2.65288 2.31203
H 0.42181 1.62349 -2.97128
H -1.08266 4.20969 -1.35718
H 0.87190 0.41523 1.24030
H -1.50727 -3.61044 1.14948
H -2.04628 -2.42671 -0.07149
H -1.42749 -1.70598 1.49996
H 1.24922 -3.71859 1.57032
H 1.87539 -3.73719 -0.02190
H 0.44795 -4.80471 0.31396
*
```

Energy above the lowest of the compared OMol25 structures with the same formula, charge and spin = 145.6 kcal/mol
SMILES = C=C[Si](C=C)=CCC=C=C(C)C
Frontier orbital gap = 0.2834 hartree
LUMO level = 0.0063 Ha

---

Results for electronic energy: -184592.0732 -35368.9348 -37296.8907 -9237.6690 -8809.3092 -72093.7345 -11844.3951 -19538.2179 (in eV, following the order of the records).